(1)
Molecular formula: C5H10O2
Method: DFT, ωB97M-V with the def2-TZVPD basis set

Computed properties:
- Lowest unoccupied orbital energy: 0.85 eV
- Net charge: 0
- E_HOMO: -10.0194 eV

Atoms and positions in Å:
O -1.1498 0.5621 1.5950
O -2.1039 0.2093 -0.7716
C -0.9296 -0.0979 -0.6843
C -0.1899 0.2087 0.6289
C -0.1971 -0.7069 -1.8552
C 0.5850 -1.0017 1.1520
C 0.7475 1.4013 0.3856
H 1.4419 -1.2492 0.5170
H 0.3319 0.0825 -2.4016
H -0.0656 -1.8784 1.2347
H -1.9677 0.7327 1.0951
H 0.5404 -1.4527 -1.5482
H 0.9587 -0.7636 2.1524
H 1.1857 1.6948 1.3445
H 1.5583 1.1623 -0.3121
H -0.9274 -1.1583 -2.5295
H 0.1814 2.2549 -0.0027

---

(2)
Molecular formula: C5H10O2
Method: DFT, ωB97M-V with the def2-TZVPD basis set

Computed properties:
- Lowest unoccupied orbital energy: 0.98 eV
- Net charge: 0
- E_HOMO: -9.8207 eV

Atoms and positions in Å:
O 0.2007 0.8638 -0.8848
O 2.6484 0.1154 -0.5589
C 1.7208 -0.6828 0.1273
C -0.8638 -0.9781 0.2539
C -0.6695 1.4257 0.0896
C 0.3666 -0.5605 -0.5812
C -1.6854 0.3222 0.3015
H -2.2985 0.4773 1.1920
H -0.1213 1.7390 0.9945
H 1.6024 -0.3653 1.1797
H -1.1897 2.3009 -0.3103
H 0.4117 -1.0633 -1.5553
H -0.5808 -1.3331 1.2551
H 2.1137 0.8812 -0.8335
H -2.3257 0.3455 -0.5866
H -1.4396 -1.7788 -0.2260
H 2.1101 -1.7091 0.1431

---

(3)
Molecular formula: C5H10O2
Method: DFT, ωB97M-V with the def2-TZVPD basis set

Computed properties:
- Lowest unoccupied orbital energy (spin up / spin down): 0.28 / 0.53 eV
- Net charge: 0
- E_HOMO (spin up / spin down): -7.7666 / -7.7143 eV

Atoms and positions in Å:
O 0.3930 -0.9493 -0.4789
O -1.8097 -0.8236 -2.2506
C -1.8107 -0.2311 -0.9773
C 1.2492 1.3414 0.5333
C -0.3959 0.2257 -0.6053
C 0.4400 -0.9350 0.9081
C 1.3798 0.1950 1.4168
H -2.1674 -0.9221 -0.1970
H 1.8279 1.3462 -0.3852
H 0.6042 -1.9442 1.3099
H 2.3895 -0.2305 1.3118
H -0.5753 0.2449 0.6384
H 0.9991 2.3218 0.9317
H -1.1709 -1.5491 -2.2062
H -0.0526 0.8913 -1.4007
H -2.4848 0.6295 -1.0234
H 1.1847 0.3892 2.4745

---

(4)
Molecular formula: C5H10O2
Method: DFT, ωB97M-V with the def2-TZVPD basis set

Computed properties:
- Lowest unoccupied orbital energy: 0.96 eV
- Net charge: 0
- E_HOMO: -9.1227 eV

Atoms and positions in Å:
O -0.7904 -2.1474 -0.3716
O -0.9507 0.5338 0.4277
C 0.8837 -0.3420 -0.8682
C 1.3627 -1.0458 0.3864
C -1.1781 1.7284 1.1356
C 0.5300 -1.7778 -0.6233
C -0.2170 0.6967 -0.7779
H -0.2348 2.2578 1.3382
H 1.6201 -0.1205 -1.6365
H -0.9110 0.5910 -1.6253
H -1.1951 -1.4463 0.1631
H 0.2125 1.7074 -0.8222
H 1.0229 -2.5333 -1.2292
H -1.6440 1.4555 2.0848
H 0.8589 -0.7626 1.3058
H -1.8526 2.4003 0.5873
H 2.4186 -1.2882 0.4866

---

Out of the structures above, which one is the most stable? Solution: (1).